Entry 1:
53
Properties=species:S:1:pos:R:3:forces:R:3:nbo_charge:R:1 method="wB97M-V/def2-TZVPD" total_charge=+1 e_homo_ev=-12.733
C 2.63144 1.73044 -0.55895 0.0 0.0 0.1 -0.612
C 4.02115 1.36212 -1.08253 0.0 0.0 0.0 -0.393
C 4.69451 0.24349 -0.28956 -0.1 0.0 0.0 -0.400
C 3.89635 -1.07097 -0.31819 0.0 0.0 0.0 -0.395
C 3.24194 -1.41267 1.01844 0.0 0.0 -0.1 -0.401
C 2.30023 -2.62838 0.94415 0.1 0.0 -0.1 -0.398
C 0.85488 -2.25629 1.26540 -0.1 0.1 0.1 -0.416
C 0.21833 -1.46720 0.11158 0.1 0.1 0.0 -0.544
S -1.50435 -1.92486 -0.14311 0.0 -0.1 0.0 0.860
C -2.08164 -0.76086 -1.39884 -0.1 0.1 -0.1 -0.537
C -3.21246 -1.36353 -2.22907 0.0 0.0 0.0 -0.415
C -3.79812 -0.31772 -3.18895 0.0 0.0 0.0 -0.615
C -2.36317 -1.48872 1.39446 -0.1 0.0 0.2 -0.533
C -2.81734 -0.05186 1.61922 0.0 0.0 -0.1 -0.424
C -1.72670 1.01267 1.65023 0.0 -0.1 0.0 -0.441
C -2.31206 2.40459 1.91540 0.0 -0.1 0.0 -0.057
O -2.68567 3.04645 0.71524 0.0 0.0 0.0 -0.538
C -1.61219 3.62974 -0.00393 0.0 0.0 0.0 -0.256
H 1.87216 1.01327 -0.88975 0.0 0.0 0.0 0.176
H 2.32149 2.71564 -0.90928 0.0 0.0 0.0 0.222
H 2.62201 1.75030 0.53527 0.0 0.1 0.0 0.200
H 4.65812 2.24938 -1.06958 0.0 0.0 0.0 0.215
H 3.94374 1.05057 -2.12930 0.0 0.1 0.0 0.198
H 4.82034 0.57162 0.74858 0.0 0.0 0.0 0.198
H 5.69906 0.07876 -0.68194 0.0 0.0 0.0 0.220
H 3.11294 -0.99708 -1.08344 0.0 0.0 0.0 0.178
H 4.53499 -1.90468 -0.62055 0.0 0.0 0.0 0.215
H 2.68113 -0.53595 1.36486 0.0 0.0 0.0 0.186
H 4.02149 -1.58361 1.76307 0.0 0.0 0.0 0.222
H 2.62061 -3.42619 1.61381 0.0 0.1 0.1 0.231
H 2.33953 -3.04854 -0.06680 0.0 -0.1 0.1 0.202
H 0.26765 -3.14562 1.51447 0.0 0.0 -0.1 0.219
H 0.85199 -1.61036 2.14775 -0.1 -0.2 0.1 0.219
H 0.68815 -1.71448 -0.84414 0.0 0.0 0.0 0.251
H 0.28372 -0.39220 0.25383 0.0 0.1 0.0 0.250
H -2.38798 0.16595 -0.91443 0.0 0.0 0.0 0.249
H -1.20203 -0.54390 -2.00895 0.0 0.0 0.0 0.250
H -2.82920 -2.22237 -2.78174 0.0 0.0 0.1 0.223
H -3.98939 -1.73956 -1.55879 0.0 0.0 0.0 0.213
H -3.95900 -0.74242 -4.17814 -0.1 0.0 0.0 0.236
H -4.75017 0.06574 -2.82399 0.0 0.0 0.0 0.228
H -3.13078 0.53797 -3.30976 0.0 0.0 0.0 0.211
H -1.67404 -1.82310 2.17448 0.0 0.0 -0.1 0.254
H -3.21136 -2.17486 1.41182 0.0 0.0 0.0 0.259
H -3.57886 0.21851 0.88300 0.0 0.0 0.0 0.222
H -3.33416 -0.06119 2.58365 0.0 0.0 0.0 0.242
H -1.22703 1.07043 0.67997 0.1 0.0 0.0 0.197
H -0.96154 0.75303 2.38967 -0.1 0.0 0.0 0.213
H -3.23118 2.32129 2.50178 0.1 0.0 0.0 0.195
H -1.61049 3.02225 2.48729 0.0 0.0 -0.1 0.182
H -2.02000 4.45782 -0.58234 0.0 -0.1 0.0 0.209
H -0.84488 4.01771 0.67478 0.0 0.0 0.0 0.176
H -1.14213 2.91942 -0.69616 0.0 0.0 0.1 0.154



Entry 2:
63
Properties=species:S:1:pos:R:3:forces:R:3:nbo_charge:R:1 method="wB97M-V/def2-TZVPD" total_charge=0 e_homo_ev=-6.623
Ag -0.35597 1.95902 1.25063 -0.6 1.6 1.7 0.655
C -4.45339 -0.19042 1.09331 0.2 -0.1 -0.3 -0.641
C -3.91498 0.10568 -0.29792 -0.8 0.5 0.1 0.123
C -3.60621 1.58434 -0.47527 0.3 -0.3 0.1 -0.653
O -2.78391 -0.71637 -0.60246 1.3 -0.3 0.2 -0.845
P -1.34124 -0.75725 0.12076 -1.6 -1.0 -1.2 2.433
O -1.26183 -0.41104 1.53139 0.1 0.3 0.4 -1.081
C -0.30750 0.21889 -1.02384 0.3 -0.4 0.9 -1.270
P 1.36425 0.25892 -0.32759 1.0 -0.9 -2.6 2.419
O 1.59390 0.78459 1.00450 -0.1 0.5 1.1 -1.083
O 1.80675 -1.27180 -0.52252 -0.5 0.8 -0.1 -0.833
C 2.93645 -1.66633 0.27672 0.8 -0.4 0.5 0.095
C 3.76159 -2.65323 -0.53569 -0.3 0.3 0.1 -0.620
C 2.44695 -2.25062 1.59087 -0.1 0.3 -0.2 -0.633
O 2.25224 1.08940 -1.37088 -0.4 0.0 0.8 -0.817
C 2.47365 0.66859 -2.71168 0.2 -0.2 -0.9 0.099
C 1.70574 1.58112 -3.65966 0.1 -0.2 0.3 -0.625
C 3.97147 0.72907 -2.98824 -0.3 -0.1 0.2 -0.619
O -0.92775 -2.26995 -0.08013 0.1 0.4 0.1 -0.824
C -1.27354 -3.08633 -1.20195 -0.2 -0.6 -0.4 0.114
C -0.10618 -4.03264 -1.45062 -0.2 0.4 0.0 -0.625
C -2.55327 -3.85097 -0.88383 0.2 0.4 0.0 -0.628
H -5.36924 0.36999 1.25699 -0.1 0.1 0.0 0.215
H -3.71586 0.09645 1.83593 0.0 0.0 0.2 0.242
H -4.66478 -1.25240 1.19544 0.0 -0.1 0.1 0.212
H -4.65266 -0.20396 -1.05373 0.2 0.1 0.2 0.181
H -2.87908 1.91348 0.27995 -0.1 0.0 -0.1 0.234
H -4.51519 2.16301 -0.34685 -0.1 0.1 0.0 0.225
H -3.21419 1.77421 -1.47196 0.1 0.1 -0.1 0.204
H -0.68766 1.23865 -1.08035 -0.1 0.1 -0.1 0.292
H -0.30783 -0.22675 -2.01825 0.0 -0.1 0.0 0.286
H 3.53579 -0.76971 0.48979 0.0 -0.2 -0.1 0.191
H 3.19440 -3.56651 -0.69905 0.0 -0.1 0.0 0.210
H 4.67921 -2.88900 -0.00312 0.1 -0.1 0.0 0.221
H 4.01602 -2.22491 -1.50284 0.1 0.0 -0.1 0.210
H 1.84143 -3.13519 1.40811 0.0 -0.1 0.0 0.210
H 1.83775 -1.51484 2.10913 0.0 0.0 0.1 0.245
H 3.29682 -2.50730 2.21819 0.1 -0.1 0.1 0.214
H 2.12616 -0.36887 -2.81932 0.1 0.1 0.0 0.177
H 2.01419 2.61029 -3.49075 0.0 0.1 0.0 0.222
H 0.63473 1.51166 -3.48626 -0.1 0.0 0.0 0.205
H 1.91076 1.31134 -4.69245 0.0 0.0 -0.1 0.216
H 4.32235 1.75035 -2.86329 0.1 0.1 0.0 0.219
H 4.18030 0.39896 -4.00285 0.0 0.0 -0.1 0.213
H 4.51208 0.09465 -2.29058 0.1 -0.1 0.0 0.215
H -1.43985 -2.45124 -2.08311 0.1 0.0 0.1 0.172
H 0.01530 -4.68680 -0.59309 0.0 -0.1 0.1 0.213
H 0.80944 -3.46474 -1.58743 0.1 0.0 -0.1 0.222
H -0.29478 -4.63565 -2.33462 0.0 -0.1 -0.1 0.213
H -2.41907 -4.40757 0.04040 0.0 -0.1 0.1 0.216
H -2.78823 -4.54033 -1.69074 0.0 -0.1 -0.1 0.211
H -3.37728 -3.15446 -0.75189 -0.1 0.0 0.0 0.225
N 0.82192 5.29497 4.41055 0.1 0.4 0.3 -0.828
C 0.52811 4.24611 3.59965 0.0 -0.1 0.0 0.680
O 1.25018 3.95653 2.66636 0.2 -0.1 -0.2 -0.640
C -0.71540 3.47775 3.96898 -0.2 -0.3 -0.8 -0.520
C -1.58665 3.18653 2.71707 0.0 -0.2 0.2 -0.894
H 1.60180 5.89009 4.18395 0.0 -0.1 0.0 0.394
H 0.17660 5.59378 5.11779 0.0 0.0 0.0 0.386
H -1.27100 4.03222 4.73445 0.0 -0.1 0.1 0.173
H -0.37760 2.52984 4.39494 0.0 0.0 0.2 0.222
H -2.01984 4.14933 2.41752 0.1 -0.1 -0.3 0.175
H -2.43634 2.58737 3.08146 0.1 0.0 -0.2 0.179



Entry 3:
58
Properties=species:S:1:pos:R:3:forces:R:3:nbo_charge:R:1 method="wB97M-V/def2-TZVPD" total_charge=0 e_homo_ev=-5.549
Be -0.10756 -0.10835 -0.09365 -0.2 -0.2 -0.1 1.377
H 1.15887 1.23824 2.96955 0.5 -0.2 -0.1 -0.015
H 1.70714 0.76683 2.75485 -0.3 0.3 0.1 0.016
P -1.80546 1.31186 0.28348 -1.2 -0.2 0.8 0.835
P 1.89510 -0.94115 -0.72647 0.6 -1.2 0.4 0.824
C 2.06673 -2.76484 -0.66148 0.5 -0.2 -0.3 -0.967
H 3.00956 -3.06376 -1.14542 -0.3 -0.2 0.2 0.209
H 2.06518 -3.09936 0.38404 0.0 0.0 -0.2 0.230
H 1.22109 -3.23982 -1.17240 0.2 0.0 0.0 0.234
C 2.38494 -0.63953 -2.46003 -0.3 0.2 0.0 -0.951
H 2.51043 0.44030 -2.60726 -0.1 -0.2 -0.1 0.239
H 3.32112 -1.16290 -2.70642 -0.3 0.2 0.1 0.215
H 1.56942 -0.99837 -3.09872 0.2 0.1 0.0 0.245
C 3.45188 -0.47939 0.12185 0.1 0.1 0.0 -0.957
H 3.39149 -0.81990 1.16372 0.1 0.1 -0.2 0.225
H 4.31949 -0.94224 -0.37483 -0.2 0.2 0.2 0.213
H 3.55223 0.61321 0.10578 0.0 -0.2 0.1 0.240
C -2.52702 2.11990 -1.18099 0.1 0.0 -0.1 -0.953
H -3.40625 2.72605 -0.91230 0.3 -0.2 -0.1 0.212
H -1.75731 2.75463 -1.63770 -0.2 -0.1 0.0 0.242
H -2.81112 1.32958 -1.88714 0.1 0.3 0.1 0.247
C -3.31650 0.54990 0.99205 -0.7 0.3 -0.1 -0.975
H -3.14635 0.21457 2.02287 -0.1 0.1 -0.2 0.218
H -4.13943 1.28046 0.97989 -0.1 -0.3 0.1 0.208
H -3.58860 -0.32002 0.38201 0.0 0.1 0.1 0.233
C -1.64436 2.73890 1.41975 0.0 0.2 -0.1 -0.960
H -0.79613 3.34574 1.07924 -0.2 0.0 0.2 0.244
H -2.56534 3.34225 1.41592 0.3 -0.1 0.1 0.214
H -1.43975 2.37646 2.43575 0.0 0.2 -0.2 0.217
H 0.55976 1.01919 -0.00306 1.1 1.5 0.1 -0.681
H -0.65900 -0.55787 -1.26475 -0.4 -0.2 -0.6 -0.678
C -2.68323 -7.21150 -0.22296 0.0 0.0 -0.2 -0.627
C -2.56258 -6.98604 1.26852 0.5 0.0 0.4 -0.208
N -2.47212 -5.59238 1.70591 0.0 0.4 -0.2 -0.435
C -3.68030 -5.09538 2.38615 0.2 -0.1 -0.3 -0.214
C -3.88753 -5.72865 3.75807 -0.1 0.1 0.2 -0.620
C -1.40845 -4.83857 1.28083 -0.2 -1.1 -0.1 0.665
O -0.55296 -5.29320 0.51358 -0.7 0.6 0.8 -0.622
C -1.30026 -3.44757 1.81464 0.5 0.0 0.0 -0.185
C -1.47299 -3.10155 3.16449 0.2 0.4 -0.6 -0.141
C -1.26526 -1.76661 3.51533 0.1 0.1 -0.4 -0.254
C -0.84034 -0.85553 2.53448 0.2 -0.8 -0.2 0.068
N -0.57671 -1.23326 1.26468 -0.4 -0.5 0.3 -0.595
C -0.82909 -2.51761 0.89545 0.2 1.2 0.5 0.105
H -3.55980 -6.72102 -0.65140 0.0 0.0 0.0 0.202
H -2.76066 -8.28880 -0.39744 0.0 0.1 -0.1 0.213
H -1.77697 -6.83876 -0.70434 -0.3 -0.1 -0.1 0.246
H -3.41941 -7.38259 1.81855 0.2 -0.3 -0.2 0.192
H -1.64130 -7.48689 1.60063 -0.3 0.0 0.1 0.211
H -3.63001 -4.00567 2.46872 -0.1 -0.3 -0.1 0.219
H -4.53856 -5.36196 1.74696 0.2 0.3 0.1 0.199
H -3.02382 -5.56002 4.41542 -0.2 -0.1 -0.2 0.204
H -4.76780 -5.27006 4.22666 0.2 -0.2 0.0 0.220
H -4.06586 -6.80905 3.67993 0.1 0.3 0.1 0.212
H -1.74421 -3.87396 3.88972 0.1 0.4 -0.2 0.229
H -1.41566 -1.40952 4.52919 0.0 -0.1 -0.1 0.229
H -0.67271 0.19669 2.78647 -0.1 -0.5 -0.2 0.225
H -0.64150 -2.76696 -0.16015 -0.1 0.2 0.7 0.260